1.
ORCA calculation (wB97M-V/def2-TZVPD) on a molecular structure, C3H4CuLiO3 at a distorted geometry.

Each line ends with the natural charge from an NBO analysis.
Geometry (Å):
Cu: -0.703 -2.033 -0.401  0.7457
O: -0.336 -0.985 -2.382  -0.5925
O: 0.469 1.698 1.823  -1.0195
O: -0.292 -1.761 1.671  -0.7792
C: 0.037 0.105 -2.765  0.3265
C: 0.083 0.538 1.197  -0.1885
C: 0.009 -0.662 2.194  0.1398
Li: 0.529 1.010 3.503  0.8642
H: 0.318 0.266 -3.821  0.1321
H: 0.779 0.270 0.353  0.1076
H: -0.935 0.572 0.717  0.1103
H: 0.042 0.982 -2.089  0.1537

Values from the calculation:
Total energy   -1990.3170 a.u.
Strongest force on any atom   0.030 Eh/bohr
Energy relative to the best compared isomer or geometry (same formula, charge and spin)   8.4 kcal/mol
Highest occupied orbital energy (spin up / spin down)   -6.51 / -6.51 eV
2S+1   1
Net charge   0

---

2.
ORCA calculation (wB97M-V/def2-TZVPD) on a molecular structure, C3H4EuLiO4 at a distorted geometry.

Each line ends with the Mulliken charge.
Geometry (Å):
Eu: 1.311 1.482 -0.073  0.5752
O: -0.673 0.910 0.922  -0.8460
O: 0.839 -0.711 -0.560  -0.9935
O: -1.320 -0.442 -1.035  -0.3371
O: -0.628 -2.085 0.388  -0.8823
C: -2.468 0.026 -0.325  -0.4138
C: -1.994 1.180 0.567  -0.2733
C: -0.388 -1.006 -0.209  1.3068
Li: 1.348 -2.609 0.179  0.8524
H: -2.125 2.135 0.023  0.2335
H: -2.655 1.231 1.453  0.2319
H: -3.233 0.324 -1.052  0.2787
H: -2.831 -0.795 0.310  0.2676

Values from the calculation:
Total energy   -1135.5312 a.u.
Strongest force on any atom   0.050 Eh/bohr
Energy relative to the best compared isomer or geometry (same formula, charge and spin)   0.0 kcal/mol
Highest occupied orbital energy (spin up / spin down)   -4.38 / -8.81 eV
2S+1   9
Net charge   0

---

3.
ORCA calculation (wB97M-V/def2-TZVPD) on a molecular structure, C3H4EuLiO4 at a distorted geometry.

Each line ends with the natural charge from an NBO analysis.
Geometry (Å):
Eu: 3.491 2.069 0.167  1.9744
O: -0.374 -0.826 0.156  -0.5275
O: -2.550 0.075 0.022  -0.3656
O: 1.471 0.486 0.234  -0.7824
O: 1.427 -1.732 -0.092  -0.8138
C: -1.259 0.164 -0.407  0.2801
C: -1.787 1.228 0.428  -0.1141
C: 1.015 -0.626 0.396  1.0642
Li: 3.121 -2.549 -0.508  0.9907
H: 0.067 -1.960 -0.358  0.6300
H: -2.065 2.170 -0.049  0.2389
H: -1.042 0.240 -1.473  0.2079
H: -1.516 1.261 1.484  0.2171

Values from the calculation:
Total energy   -1134.3276 a.u.
Strongest force on any atom   0.130 Eh/bohr
Energy relative to the best compared isomer or geometry (same formula, charge and spin)   111.6 kcal/mol
Highest occupied orbital energy (spin up / spin down)   -20.49 / -20.49 eV
2S+1   8
Net charge   +3

---

4.
ORCA calculation (wB97M-V/def2-TZVPD) on a molecular structure, C3H4EuO3 at a distorted geometry.

Each line ends with the natural charge from an NBO analysis.
Geometry (Å):
Eu: 2.977 1.011 0.424  1.9273
O: 0.493 1.019 0.532  -0.7781
O: 2.661 -1.405 -0.033  -0.7179
O: 1.053 -3.037 -0.438  -0.3500
C: -1.814 0.534 0.178  -0.7376
C: 1.888 -2.278 -0.190  1.0939
C: -0.530 1.162 -0.169  0.5323
H: -2.359 0.278 -0.744  0.2829
H: -2.239 1.453 0.702  0.3028
H: -0.397 1.510 -1.207  0.1691
H: -1.732 -0.247 0.947  0.2752

Values from the calculation:
Total energy   -1052.1620 a.u.
Strongest force on any atom   0.057 Eh/bohr
Energy relative to the best compared isomer or geometry (same formula, charge and spin)   0.0 kcal/mol
Highest occupied orbital energy (spin up / spin down)   -18.84 / -18.94 eV
2S+1   8
Net charge   +2

---

5.
ORCA calculation (wB97M-V/def2-TZVPD) on a single C3H4F2N2 molecule at a distorted geometry.

Each line ends with the natural charge from an NBO analysis.
Geometry (Å):
F: 2.972 -0.283 -0.062  -0.2838
F: 0.923 -1.494 -0.318  -0.3424
N: -1.522 0.260 -0.145  -0.2624
N: -1.534 -1.233 -0.029  -0.6697
C: 1.658 -0.253 -0.139  0.7476
C: 0.958 0.860 0.044  -0.4332
C: -0.553 1.122 -0.290  0.0214
H: -2.717 -1.268 0.045  0.3890
H: 1.662 1.744 0.398  0.2423
H: -0.948 -1.641 0.877  0.3779
H: -0.899 2.186 -0.381  0.2133

Values from the calculation:
Total energy   -425.7969 a.u.
Strongest force on any atom   0.092 Eh/bohr
Energy relative to the best compared isomer or geometry (same formula, charge and spin)   82.7 kcal/mol
Highest occupied orbital energy   -9.10 eV
SMILES string   N/N=C\C=C(F)F
2S+1   1
Net charge   0

---

6.
ORCA calculation (wB97M-V/def2-TZVPD) on a single C3H4F2N2 molecule at a distorted geometry.

Each line ends with the natural charge from an NBO analysis.
Geometry (Å):
F: 1.158 1.881 -1.508  -0.3007
F: 2.132 0.615 -0.016  -0.3046
N: -0.131 0.986 0.171  -0.6027
N: 0.143 -1.397 -1.279  -0.4098
C: -0.519 -0.223 0.804  -0.2823
C: 0.983 0.933 -0.601  0.9195
C: -0.488 -1.416 -0.244  -0.0440
H: 0.209 -0.497 1.569  0.2212
H: -1.507 -0.122 1.244  0.2177
H: -0.894 1.478 -0.286  0.4116
H: -1.087 -2.237 0.146  0.1741

Values from the calculation:
Total energy   -425.8460 a.u.
Strongest force on any atom   0.036 Eh/bohr
Energy relative to the best compared isomer or geometry (same formula, charge and spin)   51.8 kcal/mol
Highest occupied orbital energy (spin up / spin down)   -7.82 / -8.54 eV
2S+1   1
Net charge   0

---

7.
ORCA calculation (wB97M-V/def2-TZVPD) on a single C3H4F2O molecule at a distorted geometry.

Each line ends with the natural charge from an NBO analysis.
Geometry (Å):
F: -1.378 -0.086 1.765  -0.3345
F: -2.536 0.965 -0.575  -0.3375
O: -0.764 -1.667 0.253  -0.4797
C: 0.492 -1.055 0.623  -0.1807
C: -1.202 0.816 -0.493  0.0240
C: -0.802 -0.314 0.565  0.5156
H: -0.741 1.727 -0.169  0.1773
H: 0.739 -1.289 1.672  0.2287
H: 0.972 -0.924 -0.346  0.2131
H: -0.853 0.448 -1.565  0.1736

Values from the calculation:
Total energy   -391.6073 a.u.
Strongest force on any atom   0.076 Eh/bohr
Energy relative to the best compared isomer or geometry (same formula, charge and spin)   41.1 kcal/mol
Highest occupied orbital energy   -11.02 eV
SMILES string   FC[C@]1(F)CO1
2S+1   1
Net charge   0

---

8.
ORCA calculation (wB97M-V/def2-TZVPD) on a single C3H4F2O molecule at a distorted geometry.

Each line ends with the natural charge from an NBO analysis.
Geometry (Å):
F: -1.942 1.127 0.115  -0.3238
F: -1.298 -1.616 0.047  -0.3182
O: 1.822 0.035 0.512  -0.6760
C: -0.752 0.718 -0.374  0.1336
C: 0.472 -0.128 0.799  0.0777
C: -0.350 -0.716 -0.249  0.1023
H: 0.300 -0.191 1.809  0.2059
H: -0.416 1.340 -1.170  0.1710
H: 0.345 -0.997 -1.131  0.1577
H: 1.819 0.427 -0.359  0.4698

Values from the calculation:
Total energy   -391.5680 a.u.
Strongest force on any atom   0.074 Eh/bohr
Energy relative to the best compared isomer or geometry (same formula, charge and spin)   65.8 kcal/mol
Highest occupied orbital energy   -8.81 eV
SMILES string   O[C@@H]1[C@@H](F)[C@H]1F
2S+1   1
Net charge   0

---

9.
ORCA calculation (wB97M-V/def2-TZVPD) on a molecular structure, C3H4F2O at a distorted geometry.

Each line ends with the natural charge from an NBO analysis.
Geometry (Å):
F: 1.264 2.229 -0.150  -0.3336
F: -0.569 1.188 1.871  -0.3120
O: -1.411 1.200 -0.491  -0.4951
C: 1.165 0.943 0.352  -0.0475
C: -0.200 0.580 0.682  0.5390
C: -1.275 -0.083 -0.100  -0.0963
H: -1.029 -0.850 -0.786  0.1815
H: 1.653 0.731 1.285  0.1941
H: 1.814 0.436 -0.334  0.2041
H: -1.962 -0.482 0.734  0.1659

Values from the calculation:
Total energy   -391.5597 a.u.
Strongest force on any atom   0.084 Eh/bohr
Energy relative to the best compared isomer or geometry (same formula, charge and spin)   71.0 kcal/mol
Highest occupied orbital energy   -10.44 eV
2S+1   1
Net charge   0

---

10.
ORCA calculation (wB97M-V/def2-TZVPD) on 2 unconnected molecules or ions with the total composition C3H4F2O2S at a distorted geometry.

Each line ends with the natural charge from an NBO analysis.
Geometry (Å):
S: 2.941 -1.140 0.021  -0.0194
F: 2.310 1.107 -1.000  -0.3414
F: 2.367 1.201 1.154  -0.3226
O: -0.869 0.624 0.411  -0.4914
O: -0.205 -1.320 -0.614  -0.5985
C: -2.360 0.338 0.220  -0.2879
C: -0.101 -0.243 -0.102  0.7842
C: 2.162 0.384 0.113  0.4568
H: -2.994 1.203 0.514  0.2179
H: -2.694 -0.595 0.603  0.2096
H: -2.432 0.331 -0.896  0.2009
H: 1.877 -1.889 -0.423  0.1917

Values from the calculation:
Total energy   -864.9990 a.u.
Strongest force on any atom   0.095 Eh/bohr
Energy relative to the best compared isomer or geometry (same formula, charge and spin)   40.4 kcal/mol
Highest occupied orbital energy (spin up / spin down)   -8.61 / -8.61 eV
2S+1   1
Net charge   0